# 1
DFT (the ωB97M-V functional and the def2-TZVPD basis) results for C30H36N3O4Yb as an isolated structure at a distorted geometry.

As for the max |F|: 2.44 eV Å⁻¹. The spin multiplicity is 2. The value obtained for the HOMO energy (alpha / beta) is -8.01 / -8.01 eV. The frontier orbital gap (alpha / beta) is 8.52 / 8.14 eV. Its total charge is 0. The calculation puts the total energy at -75887.9478 eV. The calculation puts the LUMO energy (alpha / beta) at 0.50 / 0.14 eV.

The geometry in XYZ format:
```
74
Properties=species:S:1:pos:R:3:forces:R:3
C 2.939723 -0.452369 1.203364 0.5 0.1 -0.3
C 2.838010 -1.119724 -0.057713 0.2 0.4 0.2
C 2.526114 -0.146799 -1.046615 0.0 0.0 0.5
H 2.991076 -2.183489 -0.234880 -0.1 0.4 0.1
C 2.444121 1.122503 -0.413417 0.0 -0.4 0.4
C 2.700896 0.939875 0.976059 0.1 -0.2 -0.1
H 2.271315 2.071241 -0.920132 -0.1 -0.3 0.2
C -1.076116 -2.489668 1.263177 0.0 0.0 -0.2
C 0.136043 -2.946075 0.666908 -0.1 0.1 0.1
C 0.010471 -2.787015 -0.742198 -0.4 0.4 0.0
H 1.006439 -3.329405 1.200147 -0.3 -0.1 -0.1
C -1.273852 -2.238056 -1.022830 0.6 0.0 0.5
C -1.931768 -2.036226 0.223958 0.4 0.1 0.1
H 2.429553 -0.326653 -2.113498 -0.1 0.0 0.2
H 2.756949 1.730922 1.727041 -0.1 -0.3 -0.3
H 3.138331 -0.930655 2.165236 0.0 0.2 -0.4
H -2.955308 -1.673603 0.337124 0.4 -0.1 0.1
H 0.739247 -3.079644 -1.497790 -0.1 0.1 0.3
H -1.322616 -2.521762 2.322458 0.1 0.0 -0.3
Yb 0.548201 -0.459443 0.803834 -1.6 0.2 -1.9
C -1.939629 -2.103833 -2.378213 0.0 0.4 -0.2
C -3.268709 -2.899655 -2.336535 0.0 0.1 -0.1
C -1.079332 -2.689070 -3.503394 0.0 0.0 0.1
H -3.077723 -3.955901 -2.102746 0.0 0.3 0.0
H -3.779920 -2.862550 -3.308191 0.1 0.0 0.1
H -3.958325 -2.509458 -1.578514 0.2 0.0 -0.1
H -0.879830 -3.750958 -3.301956 0.0 0.3 -0.1
H -0.123706 -2.157275 -3.599505 -0.1 -0.1 0.0
H -1.618199 -2.621630 -4.460867 0.2 0.0 0.2
C -2.316307 -0.609274 -2.708067 0.0 -0.2 -0.1
C -1.236099 0.449502 -2.900811 0.4 1.1 1.6
H -2.940122 -0.255208 -1.880836 0.1 0.1 -0.2
H -2.916930 -0.626085 -3.620767 -0.1 0.0 0.0
O -0.845690 1.175355 -1.957966 -0.6 -1.8 0.0
N -0.711141 0.710957 -4.125808 -0.2 0.2 -0.1
C 0.286717 1.785511 -4.192478 -0.4 0.2 0.1
H -1.190805 0.428035 -4.967644 0.1 -0.2 0.2
C 1.648413 1.265970 -4.526152 0.5 -0.1 -0.3
C 2.799071 1.934220 -4.077130 -0.2 -0.4 -0.3
H 2.689665 2.850455 -3.492674 0.1 -0.3 -0.1
C 4.060664 1.424746 -4.384108 -0.1 -0.2 -0.2
H 4.956502 1.940910 -4.032791 -0.3 -0.2 -0.1
C 4.176611 0.257488 -5.154573 -0.2 0.0 0.0
H 5.166164 -0.134535 -5.409982 -0.4 0.1 0.1
C 3.025576 -0.399852 -5.607073 0.0 0.2 0.1
H 3.097527 -1.304744 -6.210127 0.1 0.2 0.1
C 1.762205 0.108862 -5.297143 0.5 0.1 0.1
H 0.856660 -0.386637 -5.650425 0.4 0.0 0.1
H 0.314282 2.205503 -3.180204 -0.1 0.1 -0.5
H -0.053168 2.566624 -4.891219 0.2 -0.3 0.1
C -2.911294 1.392892 5.931702 0.0 -0.1 0.2
C -2.284670 1.004722 4.602774 0.0 -0.3 -0.1
C -0.777951 1.357862 4.466340 0.4 0.2 -0.1
C -0.493818 2.880734 4.539460 0.3 -0.1 0.3
C -1.447609 3.753935 3.735902 -0.1 0.0 -0.2
C 0.068224 0.627801 5.551745 0.1 0.5 1.0
O 0.267104 1.116976 6.650380 -0.4 -0.4 -0.9
N 0.583839 -0.640372 5.272154 0.1 -0.2 0.1
C 0.805721 -1.124614 3.994875 -0.1 -0.4 -0.2
O 1.395933 -2.172059 3.723397 -0.7 1.4 0.8
N 0.294534 -0.312292 3.031800 0.5 -0.3 -1.3
C -0.357930 0.844190 3.115464 -0.1 0.1 -0.7
O -0.617317 1.428459 2.012004 0.5 -1.2 1.0
H -2.491783 0.785582 6.743554 -0.1 0.3 -0.1
H -3.990943 1.205879 5.886943 0.2 0.1 0.1
H -2.749856 2.452332 6.166524 0.0 -0.3 0.0
H -2.380927 -0.081935 4.447149 -0.1 0.2 0.0
H -2.820133 1.486409 3.769492 0.3 -0.1 0.2
H -0.479049 3.185140 5.595121 0.0 -0.2 -0.3
H 0.528400 3.029513 4.152421 -0.2 0.0 0.2
H -2.458655 3.752121 4.163141 0.2 0.0 -0.1
H -1.077149 4.786368 3.741190 -0.1 -0.2 0.0
H -1.489169 3.401564 2.696937 -0.1 0.2 0.3
H 1.063264 -1.142631 6.007214 -0.1 0.3 0.2
```
Positions in Å, forces in eV/Å.

# 2
DFT (the ωB97M-V functional and the def2-TZVPD basis) results for C30H36N4O2ReS2Sb as an isolated structure.

Its energy above the lowest of the compared OMol25 structures with the same formula, charge and spin is 0.0000 eV. As for the max |F|: 0.27 eV Å⁻¹. The spin multiplicity is 1. The value obtained for the HOMO energy is -13.26 eV. The frontier orbital gap is 6.70 eV. Its total charge is +2. The calculation puts the total energy at -72072.7727 eV. The calculation puts the LUMO energy at -6.56 eV.

The geometry in XYZ format:
```
76
Properties=species:S:1:pos:R:3:forces:R:3
Re -0.117975 -0.477908 0.130454 0.1 0.1 0.1
O -1.588543 1.672684 3.657099 0.0 0.0 0.0
C -2.335671 2.633974 3.041176 0.0 0.0 0.0
C -2.983478 3.604866 3.797293 0.0 0.0 0.1
C -3.761650 4.570434 3.192032 0.0 0.0 0.0
C -3.911748 4.586482 1.808354 0.0 0.0 0.0
C -3.274232 3.628551 1.054226 0.0 0.0 0.0
C -2.474006 2.638898 1.647467 0.0 0.0 0.0
C -1.851094 1.653597 0.764046 -0.1 0.0 -0.2
O -0.858370 0.885710 1.250269 0.2 -0.1 0.1
N -2.221854 1.520575 -0.460156 -0.2 0.1 0.0
N -1.480989 0.538905 -1.111118 0.2 -0.1 0.0
C -1.776338 0.408565 -2.367643 0.0 0.0 0.0
S -2.974791 1.384818 -3.136165 0.0 0.0 -0.1
C -2.538421 0.837344 -4.817173 0.0 0.0 0.0
C -2.082161 -0.604657 -4.758026 0.0 0.0 0.0
S -0.952892 -0.776381 -3.339024 -0.1 0.1 0.0
H -1.689925 1.776476 4.611096 0.0 0.0 0.0
H -2.872167 3.594138 4.875965 0.0 0.0 0.0
H -4.253663 5.315595 3.802353 0.0 0.0 0.0
H -4.518391 5.342092 1.330644 0.0 0.0 0.0
H -3.374307 3.624643 -0.021919 0.0 0.0 0.0
H -1.758714 1.492032 -5.203749 0.0 0.0 0.0
H -3.428964 0.944632 -5.434579 0.0 0.0 0.0
H -1.534551 -0.891478 -5.654168 0.0 0.0 0.0
H -2.914909 -1.289116 -4.607799 0.0 0.0 0.0
N 4.979874 -3.844957 2.101394 0.0 0.0 0.0
C 4.146593 -3.095494 2.348244 0.1 0.0 0.0
C 3.120865 -2.129739 2.623826 0.0 0.0 0.0
C 3.004323 -1.493543 3.859354 0.0 0.0 0.0
C 1.995733 -0.563435 4.019931 0.0 0.0 0.0
C 1.138477 -0.287587 2.967015 0.0 0.0 0.1
N 1.259782 -0.894177 1.774908 0.0 0.0 -0.1
C 2.233669 -1.799530 1.616213 0.0 0.0 0.0
H 3.690519 -1.727575 4.662013 0.0 0.0 0.0
H 1.863766 -0.045451 4.958707 0.0 0.0 0.0
H 0.331211 0.426925 3.068781 0.0 0.0 0.0
H 2.315977 -2.280293 0.649488 0.0 0.0 0.0
C 3.694188 -2.124058 -2.065166 0.0 0.0 0.0
C 2.760816 -1.138197 -2.759187 0.0 0.1 0.0
Sb 1.939731 0.327538 -1.431959 0.0 0.1 -0.1
C 3.643598 0.941279 -0.299115 0.0 0.0 0.0
C 4.710582 1.576024 -1.187474 0.0 0.0 0.0
C 1.445736 2.050382 -2.602367 0.0 0.0 0.0
C 1.999555 2.005344 -4.022401 0.0 0.0 0.0
H 4.087303 -2.830726 -2.795896 0.0 0.0 0.0
H 3.189411 -2.710900 -1.295002 0.0 0.0 0.0
H 4.546827 -1.624937 -1.604249 0.0 0.0 0.0
H 1.932202 -1.633848 -3.263031 0.0 0.0 0.0
H 3.293914 -0.549999 -3.507548 0.0 0.0 0.0
H 4.025886 0.059159 0.217420 0.0 0.0 0.0
H 3.286910 1.636260 0.462736 0.0 0.0 0.0
H 5.074652 0.880139 -1.945276 0.0 0.0 0.0
H 5.567334 1.879377 -0.586251 0.0 0.0 0.0
H 4.338120 2.466284 -1.695498 0.0 0.0 0.0
H 1.838044 2.903330 -2.046468 0.0 0.0 0.0
H 0.358849 2.128697 -2.592575 0.0 0.0 0.0
H 3.088769 1.952280 -4.033467 0.0 0.0 0.0
H 1.714186 2.911434 -4.557303 0.0 0.0 0.0
H 1.611525 1.152376 -4.581010 0.0 0.0 0.0
C -0.142121 -3.296175 -0.732461 0.1 0.1 0.0
H -0.861794 -3.694249 -1.450673 0.0 0.0 0.0
H 0.136914 -4.098209 -0.044628 0.0 0.0 0.0
H 0.746029 -2.977735 -1.288061 0.0 0.0 0.0
C -0.790177 -2.179207 0.018740 -0.2 -0.1 0.1
C -1.902785 -2.329921 0.976786 0.0 0.0 0.0
C -3.086266 -1.603704 0.825360 0.0 0.0 0.0
C -4.084956 -1.700394 1.785253 0.0 0.0 0.0
C -3.906471 -2.513206 2.891367 0.0 0.0 0.0
C -2.730660 -3.247322 3.043941 -0.1 0.0 0.0
C -1.731772 -3.157577 2.097727 0.0 0.0 -0.1
H -3.236809 -0.992362 -0.053409 0.0 0.0 0.0
H -5.002950 -1.142160 1.660936 0.0 0.0 0.0
H -4.685342 -2.588782 3.638056 0.0 0.0 0.0
H -2.603600 -3.891553 3.903336 0.0 0.0 0.0
H -0.816328 -3.725293 2.218010 0.0 0.0 0.0
```
Positions in Å, forces in eV/Å.